This record from OMol25 describes one molecule with the formula C5H4N2O. The level of theory is the ωB97M-V functional and the def2-TZVPD basis.

Structure (ORCA input):
```
! wB97M-V def2-TZVPD RIJCOSX def2/J DEFGRID3
* xyz 0 1
C -1.89475 0.27010 0.35535
C -1.06606 -0.75446 0.42163
C 0.26765 -0.30042 0.18660
C 1.80881 -0.53928 -0.31654
C 0.07365 0.91255 -0.48204
H -2.79981 0.45784 0.54046
H -1.15750 -1.78305 0.90943
H 0.47916 -0.14486 1.28689
H 2.80594 -1.20540 -0.23356
N 1.89423 0.40992 -1.25156
N 0.88550 1.29197 -1.23651
O -1.29680 1.38509 -0.18015
*
```

* strongest force on any atom: 10.0 eV/Å
* relative energy (zero: lowest compared OMol25 entry of this formula, charge and spin): 507.78 kJ/mol
* highest occupied orbital energy: -9.255 eV
* SMILES: C1=C[C@H]2C=NN=C2O1
* E_LUMO: 0.2 eV
* electronic energy: -377.47065 Eh
* HOMO-LUMO gap: 9.50 eV

***

This record from OMol25 describes a 19-piece molecular cluster, C19H76N16O19 overall. The level of theory is the ωB97M-V functional and the def2-TZVPD basis.

Structure (ORCA input):
```
! wB97M-V def2-TZVPD RIJCOSX def2/J DEFGRID3
* xyz 0 1
C 3.48329 -2.28937 -0.59801
O 3.06955 -0.89134 -0.74558
H 2.73881 -3.03798 -0.90499
H 4.34959 -2.49580 -1.25006
H 3.81163 -2.35329 0.43093
H 3.11445 -0.73854 -1.71380
C -3.10308 -4.00051 -1.16634
O -1.93860 -3.63558 -0.47585
H -3.79374 -3.15070 -1.35407
H -2.99763 -4.52993 -2.09868
H -3.71621 -4.60770 -0.50690
H -1.52883 -2.96505 -1.04754
C -0.01026 -1.72685 -2.59431
O -1.24701 -1.47859 -2.14462
H 0.31964 -1.02357 -3.37428
H 0.74903 -1.64550 -1.81406
H 0.05384 -2.75699 -2.97379
H -1.70714 -1.26586 -2.98685
C 1.70448 4.63777 -3.26991
O 1.58709 3.46903 -2.53113
H 2.27062 4.49196 -4.19190
H 0.68559 4.96782 -3.49492
H 2.17463 5.40340 -2.64209
H 2.33811 3.30785 -1.93224
C -1.47506 2.49908 -4.29014
O -1.08043 2.77155 -2.93764
H -1.16900 1.45952 -4.45445
H -2.56971 2.51720 -4.43392
H -1.06792 3.26539 -4.95676
H -0.13087 2.99612 -2.86859
C -6.03120 1.17819 2.50528
O -5.97569 2.56164 2.14698
H -6.03853 1.00960 3.57556
H -6.92125 0.73707 2.06642
H -5.13432 0.72043 2.08477
H -6.35281 3.11107 2.84893
C -3.92614 -1.77609 -4.30741
O -2.75447 -1.01829 -4.37705
H -4.28128 -2.09718 -5.29836
H -3.77439 -2.67774 -3.69417
H -4.78091 -1.26994 -3.85460
H -2.94229 -0.09825 -4.56383
C 4.08772 0.54833 -4.08413
O 4.08436 -0.71296 -3.33996
H 3.49119 1.25149 -3.50144
H 5.10276 0.94600 -4.22751
H 3.58733 0.36492 -5.02918
H 4.54895 -1.34371 -3.90682
C 0.88031 0.05282 -6.06564
O 2.00712 0.33133 -6.95276
H -0.05101 0.52075 -6.38194
H 0.79087 -1.03100 -5.98210
H 1.11917 0.42597 -5.06656
H 1.78912 -0.00421 -7.82746
C -0.17692 0.80369 0.18346
O 0.71190 -0.10249 0.82283
H -0.71797 0.22388 -0.57738
H -0.92698 1.30885 0.79824
H 0.44136 1.56643 -0.25763
H 1.38876 -0.36846 0.16860
C -4.15897 0.73815 -1.00031
O -3.32419 -0.29809 -0.51210
H -4.73037 0.36832 -1.85095
H -4.84354 1.03781 -0.20539
H -3.56151 1.62166 -1.23165
H -2.43023 -0.30701 -0.85880
C 4.63988 2.06542 -1.01432
O 5.07620 2.92525 -1.75791
N 5.40752 1.03755 -0.78268
N 3.42585 2.37271 -0.41638
H 6.18596 1.14976 -1.40151
H 5.06527 0.10190 -0.67429
H 3.16731 1.77092 0.35307
H 3.74878 3.23160 0.02467
C -2.37862 2.03925 4.07753
O -2.72542 1.19903 4.88239
N -1.19756 2.61774 4.37258
N -3.03026 2.38237 2.99484
H -0.68950 3.17445 3.70654
H -0.70110 2.01768 4.99694
H -4.02459 2.30386 3.05653
H -2.66186 3.18849 2.49904
C -0.76151 4.10484 0.56990
O -1.10839 4.14576 1.74375
N 0.46559 4.30029 0.25244
N -1.75126 3.90086 -0.31354
H 0.77976 4.13741 -0.68128
H 1.16983 4.11175 0.97072
H -1.69644 3.44483 -1.19871
H -2.59206 4.02277 0.22113
C 2.70957 2.86067 2.93255
O 2.35312 3.90449 2.41400
N 2.27293 1.70313 2.60367
N 3.71656 2.95740 3.80380
H 2.41169 0.93948 3.24192
H 1.43262 1.61144 2.08720
H 3.95980 3.91341 3.95355
H 4.00225 2.26546 4.46304
C -3.98200 -2.00255 2.37002
O -4.33178 -2.70824 3.30939
N -3.08183 -1.04815 2.69274
N -4.55861 -2.33074 1.23236
H -3.00809 -0.35495 1.95985
H -3.46837 -0.60298 3.51933
H -4.99683 -3.21669 1.32513
H -4.28808 -2.00444 0.32712
C 0.54974 -4.93332 1.89399
O 1.14889 -5.20593 0.87021
N -0.32984 -3.98937 1.93244
N 0.86802 -5.67380 2.97389
H -1.01331 -4.02026 2.67325
H -0.82709 -3.85831 1.06147
H 1.83869 -5.85377 2.84653
H 0.67180 -5.24720 3.85650
C 1.36218 -0.93695 4.93947
O 2.50664 -0.56863 4.73696
N 0.37981 -0.83663 4.12315
N 1.14918 -1.59005 6.09358
H 0.44177 -0.68796 3.13354
H -0.58280 -0.97905 4.30479
H 2.00176 -1.59499 6.62023
H 0.31216 -1.61081 6.63253
C 4.05731 -3.64189 2.58250
O 5.13623 -3.24333 2.99271
N 4.01193 -4.62757 1.82341
N 2.93300 -3.04984 3.12118
H 4.81411 -5.03686 1.42325
H 3.10600 -4.89450 1.47299
H 2.12375 -2.80113 2.58565
H 3.27289 -2.26764 3.66521
*
```

* strongest force on any atom: 7.1 eV/Å
* highest occupied orbital energy: -8.953 eV
* E_LUMO: -0.1 eV
* electronic energy: -3075.28930 Eh
* HOMO-LUMO gap: 8.87 eV

***

This record from OMol25 describes C5H8O as an isolated structure. The level of theory is the ωB97M-V functional and the def2-TZVPD basis.

Structure (ORCA input):
```
! wB97M-V def2-TZVPD RIJCOSX def2/J DEFGRID3
* xyz 0 1
C -1.64022 0.14125 0.28062
C -2.92964 -0.17644 0.27479
C 1.84462 0.61262 -0.80023
C 1.53710 -0.83241 -0.50353
O 1.54294 -0.49181 0.92133
C 1.82244 0.79976 0.52069
H -1.21633 0.82118 -0.45613
H -0.94436 -0.26009 1.01480
H -3.35507 -0.85300 1.01235
H -3.61648 0.22769 -0.46549
H 0.55047 -1.20423 -0.79613
H 2.31671 -1.56861 -0.71662
H 1.95006 1.58901 1.25393
H 2.00965 1.20749 -1.68488
*
```

* strongest force on any atom: 0.4 eV/Å
* relative energy (zero: lowest compared OMol25 entry of this formula, charge and spin): 313.09 kJ/mol
* highest occupied orbital energy: -9.053 eV
* E_LUMO: 1.1 eV
* electronic energy: -270.43864 Eh
* HOMO-LUMO gap: 10.19 eV

***

Respective molecular weight values: 108.10; 832.91; 84.12 g mol⁻¹.